[1]
Computed, not measured: a molecular structure, F30K5P5 in a non-equilibrium geometry, with ωB97M-V/def2-TZVPD.

```
! RIJCOSX wB97M-V def2-TZVPD def2/J DEFGRID3
* xyz 0 1
K -0.328 1.276 -3.885
K 0.352 -1.576 2.856
K 0.994 3.277 1.152
K 4.111 -1.166 -0.300
K -4.300 1.096 0.057
P 1.145 1.889 4.648
F -0.046 2.765 5.235
F 1.523 3.074 3.579
F 2.171 2.445 5.708
F 2.280 0.939 3.975
F 0.747 0.645 5.594
F 0.123 1.309 3.506
P 4.703 2.185 0.916
F 6.057 3.009 0.756
F 5.490 0.932 1.567
F 4.441 2.861 2.317
F 3.269 1.396 1.003
F 3.836 3.333 0.126
F 4.970 1.455 -0.548
P -0.021 0.073 -0.282
F 0.578 1.487 -0.847
F -1.427 0.924 -0.067
F -0.516 -0.395 -1.673
F -0.754 -1.159 0.444
F 1.401 -0.705 -0.382
F 0.538 0.471 1.207
P -1.406 -1.946 -5.151
F -0.578 -2.973 -6.046
F -0.775 -0.678 -6.011
F -2.624 -2.000 -6.164
F -2.112 -0.784 -4.210
F -1.998 -3.077 -4.226
F -0.110 -1.837 -4.111
P -4.501 -2.686 -0.140
F -4.449 -3.537 -1.459
F -6.039 -3.146 0.154
F -4.016 -3.913 0.776
F -4.654 -1.708 1.211
F -3.007 -2.153 -0.271
F -5.066 -1.403 -1.010
*
```

Computed properties:
gap between HOMO and LUMO: 9.8526 eV
HOMO level: -11.61 eV

***

[2]
Computed, not measured: 9 unconnected molecules or ions with the total composition C43H108N10O9 in a non-equilibrium geometry, with ωB97M-V/def2-TZVPD.

```
! RIJCOSX wB97M-V def2-TZVPD def2/J DEFGRID3
* xyz 0 1
C 7.798 -0.435 -0.819
C 8.387 -0.985 0.507
C 7.339 -1.727 1.287
C 7.035 -3.206 0.718
C 8.376 -3.863 0.794
C 9.534 -3.251 -0.041
N 9.589 -1.813 0.294
O 10.569 -1.111 -0.436
C 10.781 -3.976 0.636
C 9.302 -3.641 -1.557
C 8.844 0.182 1.390
H 8.575 0.145 -1.317
H 7.014 0.273 -0.551
H 7.556 -1.184 -1.573
H 7.522 -1.878 2.351
H 6.422 -1.165 1.107
H 6.715 -3.207 -0.323
H 6.247 -3.719 1.270
H 8.231 -4.904 0.502
H 8.596 -3.889 1.861
H 11.781 -3.734 0.279
H 10.713 -4.054 1.722
H 10.629 -5.023 0.372
H 9.220 -4.724 -1.653
H 8.335 -3.289 -1.916
H 10.158 -3.329 -2.156
H 9.542 -0.075 2.187
H 8.026 0.701 1.890
H 9.279 0.906 0.701
H 11.360 -1.111 0.109
C -2.406 -5.067 -6.358
C -1.206 -5.526 -5.543
C -0.362 -4.181 -5.267
C 0.659 -4.404 -4.134
C -0.123 -4.818 -2.871
C -1.049 -6.055 -2.997
N -1.781 -6.121 -4.295
O -2.466 -7.320 -4.415
C -0.061 -7.216 -2.889
C -2.054 -6.019 -1.804
C -0.314 -6.477 -6.438
H -2.989 -4.346 -5.784
H -3.084 -5.892 -6.576
H -2.043 -4.651 -7.298
H 0.251 -4.016 -6.153
H -1.072 -3.361 -5.159
H 1.271 -3.517 -3.969
H 1.510 -5.057 -4.326
H -0.697 -3.947 -2.556
H 0.533 -5.002 -2.020
H 0.818 -7.234 -3.534
H 0.298 -7.072 -1.870
H -0.588 -8.170 -2.917
H -2.646 -6.934 -1.819
H -1.521 -5.936 -0.857
H -2.691 -5.140 -1.910
H -0.448 -6.214 -7.487
H -0.460 -7.527 -6.184
H 0.728 -6.573 -6.130
H -3.370 -6.997 -4.439
C -0.215 2.711 0.432
O -0.985 1.762 0.425
N -0.401 3.758 -0.241
N 0.854 2.758 1.119
H -1.219 3.815 -0.831
H 0.260 4.519 -0.289
H 1.086 1.981 1.721
H 1.281 3.658 1.286
C -6.588 0.246 4.029
C -5.777 -0.720 4.841
C -6.575 -1.540 5.787
O -7.143 -0.818 6.906
C -7.763 -1.728 7.866
N -5.317 -1.664 3.852
H -5.993 0.810 3.312
H -7.087 0.945 4.701
H -7.248 -0.383 3.431
H -4.950 -0.284 5.401
H -5.871 -2.222 6.264
H -7.403 -2.083 5.331
H -8.735 -1.946 7.423
H -7.783 -1.272 8.856
H -7.156 -2.631 7.921
H -6.005 -2.241 3.389
H -4.784 -1.314 3.069
C 0.850 -2.871 6.304
C 1.402 -3.755 5.163
C 0.760 -5.248 5.121
O 1.089 -5.995 6.299
C -0.023 -6.670 6.938
N 1.142 -2.882 3.975
H 1.258 -1.861 6.337
H 1.045 -3.450 7.207
H -0.217 -2.902 6.083
H 2.465 -3.855 5.387
H 1.086 -5.810 4.246
H -0.324 -5.131 5.111
H -0.653 -5.903 7.389
H 0.360 -7.281 7.755
H -0.611 -7.243 6.221
H 1.377 -3.238 3.059
H 0.171 -2.619 3.886
C -1.346 2.385 10.097
C -1.909 3.721 9.656
C -1.344 4.232 8.291
O -0.160 4.915 8.679
C 0.614 5.631 7.659
N -3.377 3.622 9.695
H -0.297 2.233 9.845
H -1.895 1.617 9.552
H -1.494 2.108 11.141
H -1.574 4.465 10.379
H -2.033 4.899 7.775
H -0.997 3.409 7.666
H 0.906 4.760 7.074
H 1.493 6.013 8.180
H -0.007 6.367 7.147
H -3.565 3.010 8.914
H -3.618 4.525 9.312
C -7.628 0.403 -5.310
C -8.067 -0.021 -3.878
C -9.506 -0.882 -4.013
O -10.528 -0.130 -4.586
C -11.800 -0.793 -4.814
N -7.103 -0.857 -3.215
H -8.101 1.304 -5.703
H -7.802 -0.377 -6.051
H -6.612 0.786 -5.212
H -8.283 0.786 -3.178
H -9.822 -1.123 -2.998
H -9.273 -1.802 -4.550
H -12.440 -0.091 -5.349
H -12.382 -0.986 -3.913
H -11.537 -1.696 -5.365
H -6.851 -1.660 -3.773
H -6.237 -0.342 -3.141
C 2.744 10.006 0.585
C 2.685 9.381 -0.786
C 3.551 10.071 -1.903
O 2.804 11.152 -2.586
C 3.657 11.496 -3.712
N 3.197 8.043 -0.558
H 2.024 9.614 1.303
H 2.414 11.012 0.324
H 3.649 10.061 1.190
H 1.727 9.227 -1.282
H 3.870 9.379 -2.683
H 4.424 10.502 -1.413
H 3.347 12.472 -4.084
H 3.601 10.818 -4.563
H 4.686 11.541 -3.355
H 3.441 7.703 -1.478
H 4.121 8.176 -0.172
C -0.221 6.414 -6.133
C -1.277 5.429 -6.774
C -0.589 4.138 -7.369
O -1.619 3.327 -7.952
C -1.137 2.488 -9.095
N -2.177 5.190 -5.762
H 0.451 5.847 -5.490
H -0.701 7.219 -5.577
H 0.500 6.803 -6.852
H -1.745 5.940 -7.615
H -0.292 3.653 -6.439
H 0.249 4.335 -8.037
H -0.885 2.895 -10.074
H -1.836 1.676 -9.296
H -0.304 1.923 -8.676
H -2.627 4.287 -5.793
H -2.923 5.819 -6.024
*
```

Computed properties:
gap between HOMO and LUMO: 8.2973 eV
structure (SMILES): CC1(C)CCCC(C)(C)N1O.CC1(C)CCCC(C)(C)N1O.COC[C@H](C)N.COC[C@H](C)N.COC[C@H](C)N.COC[C@H](C)N.COC[C@H](C)N.COC[C@H](C)N.NC(N)=O
HOMO level: -8.03 eV

***

[3]
Computed, not measured: a molecular structure, C49H61N3OPZn, with ωB97M-V/def2-TZVPD.

```
! RIJCOSX wB97M-V def2-TZVPD def2/J DEFGRID3
* xyz -1 1
Zn 0.515 -1.341 -0.917
C 1.763 -3.105 2.621
C 2.458 -2.326 1.503
C 3.694 -3.076 0.997
C 2.835 -0.904 1.882
C 3.571 -0.736 3.044
C 4.082 0.495 3.425
C 3.833 1.576 2.601
C 3.083 1.477 1.431
C 2.862 2.779 0.661
C 4.138 3.224 -0.061
C 2.361 3.915 1.564
C 2.559 0.209 1.022
N 1.788 0.019 -0.099
C 1.941 0.785 -1.270
C 0.969 0.837 -2.203
N -0.261 0.177 -2.028
C -1.284 0.377 -2.922
C -1.385 1.539 -3.759
C -2.277 1.543 -4.827
C -3.186 0.521 -5.043
C -3.235 -0.499 -4.104
C -2.331 -0.586 -3.056
C -2.524 -1.721 -2.069
C -2.368 -3.091 -2.732
C -3.880 -1.617 -1.361
C -0.680 2.863 -3.466
C -1.720 3.978 -3.292
C 0.315 3.281 -4.555
H 1.597 -4.141 2.311
H 0.789 -2.668 2.849
H 2.359 -3.127 3.538
H 1.768 -2.282 0.669
H 4.432 -3.185 1.798
H 4.163 -2.530 0.175
H 3.427 -4.075 0.636
H 3.768 -1.603 3.669
H 4.655 0.608 4.338
H 4.234 2.545 2.882
H 2.100 2.615 -0.096
H 4.928 3.440 0.665
H 3.959 4.128 -0.652
H 4.509 2.446 -0.731
H 3.137 4.262 2.250
H 1.504 3.600 2.165
H 2.059 4.771 0.953
H 2.908 1.220 -1.506
H 1.194 1.299 -3.156
H -2.295 2.404 -5.488
H -3.874 0.547 -5.879
H -3.999 -1.266 -4.198
H -1.771 -1.637 -1.288
H -3.173 -3.256 -3.456
H -2.405 -3.891 -1.987
H -1.418 -3.158 -3.265
H -4.704 -1.752 -2.066
H -3.996 -0.639 -0.886
H -3.969 -2.390 -0.591
H -0.142 2.768 -2.526
H -2.199 4.219 -4.244
H -1.249 4.892 -2.910
H -2.496 3.673 -2.591
H -0.197 3.412 -5.512
H 1.097 2.534 -4.699
H 0.795 4.231 -4.297
O -0.746 -4.084 0.213
N -1.083 -2.943 0.920
C -2.191 -3.121 1.504
C -2.835 -2.186 2.458
C -4.056 -2.648 2.955
C -4.761 -1.954 3.922
C -4.236 -0.773 4.419
C -3.035 -0.293 3.921
C -2.317 -0.964 2.931
P -0.783 -0.208 2.194
C -0.160 0.742 3.657
C -0.514 2.047 4.004
C 0.012 2.646 5.142
C 0.903 1.953 5.953
C 1.269 0.659 5.614
C 0.744 0.064 4.474
C -1.587 1.152 1.252
C -2.958 1.329 1.095
C -3.452 2.476 0.481
C -2.581 3.448 0.015
C -1.208 3.239 0.100
C -0.720 2.091 0.698
H 0.027 -3.808 -0.308
H -2.700 -4.072 1.344
H -4.451 -3.582 2.569
H -5.705 -2.336 4.288
H -4.762 -0.220 5.188
H -2.648 0.641 4.308
H -1.200 2.611 3.383
H -0.276 3.660 5.392
H 1.313 2.423 6.839
H 1.983 0.116 6.223
H 1.061 -0.937 4.200
H -3.654 0.585 1.463
H -4.522 2.608 0.371
H -2.967 4.353 -0.438
H -0.517 3.971 -0.304
H 0.345 1.908 0.756
C 2.991 -2.011 -3.335
C 1.617 -2.678 -3.321
C 1.652 -3.934 -4.195
C 1.186 -3.011 -1.884
H 3.266 -1.685 -4.343
H 3.751 -2.721 -2.987
H 3.009 -1.140 -2.678
H 0.897 -1.981 -3.767
H 2.375 -4.651 -3.790
H 1.944 -3.699 -5.224
H 0.674 -4.423 -4.224
H 0.429 -3.805 -1.943
H 2.050 -3.461 -1.371
*
```

Computed properties:
gap between HOMO and LUMO: 5.2781 eV
HOMO level: -2.88 eV